The following is a quantum chemistry calculation of the molecule C4H8O2, from OMol25.

Cartesian coordinates (Å):
C 0.78 -1.50 1.38
C 0.36 -1.16 -0.03
O 0.38 0.28 -0.16
C -0.49 0.74 -1.09
O -0.78 0.10 -2.07
C -1.11 2.03 -0.63
H 1.82 -1.21 1.57
H 0.13 -0.99 2.10
H 0.68 -2.59 1.53
H 1.02 -1.61 -0.79
H -0.67 -1.49 -0.19
H -1.18 1.96 0.47
H -2.10 2.18 -1.07
H -0.43 2.85 -0.89

As for the lowest unoccupied orbital energy: 0.95 eV. Its energy relative to the best compared isomer or geometry (same formula, charge and spin) is 49.20 kJ/mol. The SMILES is CCOC(C)=O. The value obtained for the gap between HOMO and LUMO is 11.33 eV. The HOMO energy comes out at -10.38 eV.


The following is a quantum chemistry calculation of a cluster of 2 separate species, C4H8O2 in total, from OMol25.

Cartesian coordinates (Å):
C -0.46 1.49 -0.65
C -0.37 1.24 0.66
O -0.35 -0.03 1.19
C -0.74 -1.00 0.23
C -0.07 -0.73 -1.10
O -0.47 0.52 -1.62
H -0.52 2.50 -1.05
H 2.20 -0.26 1.30
H 2.73 -0.57 1.71
H -0.32 2.02 1.41
H -1.83 -0.97 0.11
H -0.45 -1.98 0.64
H -0.35 -1.49 -1.85
H 1.02 -0.75 -0.98

As for the lowest unoccupied orbital energy: 1.06 eV. Its energy relative to the best compared isomer or geometry (same formula, charge and spin) is 274.70 kJ/mol. The SMILES is C1=COCCO1.[H][H]. The value obtained for the gap between HOMO and LUMO is 9.41 eV. The HOMO energy comes out at -8.36 eV.


The following is a quantum chemistry calculation of the molecule C4H8O2, from OMol25.

Cartesian coordinates (Å):
C 1.53 0.52 -0.71
C 0.44 -0.41 -0.35
O 0.68 -1.67 -0.38
C -0.91 -0.56 1.41
C -0.93 0.06 0.07
O -1.09 1.47 -0.07
H 2.52 0.06 -0.59
H 1.43 1.43 -0.11
H 1.40 0.81 -1.76
H -0.05 -1.97 0.28
H -1.87 -0.92 1.77
H -0.35 0.03 2.14
H -1.64 -0.50 -0.56
H -1.26 1.67 -1.00

As for the lowest unoccupied orbital energy (spin up / spin down): -0.04 / -0.04 eV. Its energy relative to the best compared isomer or geometry (same formula, charge and spin) is 426.03 kJ/mol. The value obtained for the gap between HOMO and LUMO (spin up / spin down) is 7.03 / 7.03 eV. The HOMO energy (spin up / spin down) comes out at -7.07 / -7.07 eV.


The following is a quantum chemistry calculation of the molecule C4H8O2, from OMol25.

Cartesian coordinates (Å):
C 1.91 0.04 0.08
C 0.55 0.73 0.06
O 0.50 1.87 -0.37
C -1.19 -1.08 -0.40
C -0.81 0.11 0.48
O -1.78 1.11 0.36
H 2.09 -0.63 0.92
H 2.06 -0.51 -0.85
H 2.65 0.85 0.09
H -1.12 -0.80 -1.46
H -0.55 -1.95 -0.22
H -0.79 -0.23 1.53
H -2.23 -1.35 -0.20
H -1.30 1.86 -0.04

As for the lowest unoccupied orbital energy: 0.88 eV. Its energy relative to the best compared isomer or geometry (same formula, charge and spin) is 76.25 kJ/mol. The SMILES is CC(=O)[C@H](C)O. The value obtained for the gap between HOMO and LUMO is 11.20 eV. The HOMO energy comes out at -10.32 eV.


The following is a quantum chemistry calculation of a cluster of 2 separate species, C4H8O2 in total at a distorted geometry, from OMol25.

Cartesian coordinates (Å):
C 1.29 -1.41 -1.16
C 0.72 0.43 -0.35
O 0.09 -0.73 -0.67
C -1.86 0.31 0.83
C -1.13 1.28 1.37
O 1.29 0.61 0.68
H 2.22 -0.80 -1.25
H 1.03 -1.76 -2.15
H 1.49 -2.18 -0.42
H 0.73 1.10 -1.22
H -2.41 0.45 -0.10
H -1.91 -0.68 1.28
H -0.55 1.13 2.27
H -1.01 2.25 0.89

As for the lowest unoccupied orbital energy: 0.94 eV. Its energy relative to the best compared isomer or geometry (same formula, charge and spin) is 304.64 kJ/mol. The SMILES is COC=O.C=C. The value obtained for the gap between HOMO and LUMO is 10.52 eV. The HOMO energy comes out at -9.58 eV.


The following is a quantum chemistry calculation of the molecule C4H8O2 at a distorted geometry, from OMol25.

Cartesian coordinates (Å):
C 1.97 -0.25 -0.57
C 1.18 0.23 0.79
C -0.26 0.59 0.27
C -2.38 -0.26 -0.16
H 1.44 -1.22 -1.09
H 2.90 -0.79 -0.15
H 2.15 0.69 -1.37
H 1.51 1.24 1.25
H 1.11 -0.64 1.62
H -2.42 0.48 -0.98
H -2.68 -1.31 -0.37
H -2.92 0.04 0.71
O -0.60 1.71 -0.20
O -0.99 -0.53 0.25

As for the lowest unoccupied orbital energy: 0.92 eV. Its energy relative to the best compared isomer or geometry (same formula, charge and spin) is 202.77 kJ/mol. The SMILES is CCC(=O)OC. The value obtained for the gap between HOMO and LUMO is 11.06 eV. The HOMO energy comes out at -10.13 eV.


The following is a quantum chemistry calculation of the molecule C4H8O2, from OMol25.

Cartesian coordinates (Å):
C -1.48 -0.57 0.29
C -0.15 0.09 -0.01
C 1.10 -0.80 -0.14
O 2.25 -0.19 0.39
C -0.15 1.40 -0.65
O 0.09 1.27 0.74
H -1.38 -1.39 1.00
H -1.98 -0.96 -0.61
H -2.14 0.19 0.74
H 1.33 -1.00 -1.19
H 0.90 -1.77 0.35
H 2.00 0.15 1.26
H -1.09 1.88 -0.91
H 0.71 1.70 -1.26

As for the lowest unoccupied orbital energy: 0.93 eV. Its energy relative to the best compared isomer or geometry (same formula, charge and spin) is 195.98 kJ/mol. The SMILES is C[C@@]1(CO)CO1. The value obtained for the gap between HOMO and LUMO is 11.22 eV. The HOMO energy comes out at -10.29 eV.


The following is a quantum chemistry calculation of a structure of composition C4H8O2, from OMol25.

Cartesian coordinates (Å):
C -1.89 -0.68 -0.29
C -0.73 -0.64 -1.08
O -0.14 0.98 -0.27
C 1.15 1.12 0.28
C 1.57 -0.09 1.10
O 2.59 -0.71 0.90
H -1.14 0.47 0.22
H -1.96 -1.43 0.50
H -2.83 -0.37 -0.74
H 0.14 -1.25 -0.82
H -0.73 -0.25 -2.09
H 1.19 2.01 0.92
H 1.88 1.24 -0.53
H 0.87 -0.39 1.92

As for the lowest unoccupied orbital energy: 0.88 eV. Its energy relative to the best compared isomer or geometry (same formula, charge and spin) is 450.18 kJ/mol. The value obtained for the gap between HOMO and LUMO is 9.83 eV. The HOMO energy comes out at -8.95 eV.


The following is a quantum chemistry calculation of a structure of composition C4H8O2, from OMol25.

Cartesian coordinates (Å):
O -1.34 1.77 -0.05
C -0.93 0.51 -0.54
C -0.29 -0.33 0.55
C 0.50 -1.36 -0.26
O 1.59 -0.40 -0.38
C 1.09 0.26 0.81
H -1.50 2.32 -0.82
H -0.10 0.62 -1.26
H -1.76 -0.04 -1.00
H -0.92 -0.63 1.39
H 0.86 -2.25 0.27
H 0.03 -1.66 -1.21
H 1.60 -0.16 1.69
H 1.16 1.35 0.81

As for the lowest unoccupied orbital energy: 0.91 eV. Its energy relative to the best compared isomer or geometry (same formula, charge and spin) is 230.67 kJ/mol. The value obtained for the gap between HOMO and LUMO is 10.64 eV. The HOMO energy comes out at -9.74 eV.


The following is a quantum chemistry calculation of the molecule C4H8O2 at a distorted geometry, from OMol25.

Cartesian coordinates (Å):
O 1.41 0.50 -1.13
C 0.03 0.27 -0.83
C -0.10 -1.21 -0.34
C -0.76 -0.69 0.96
C -0.40 0.78 0.59
O 0.67 1.42 1.20
H 1.57 0.91 -1.99
H -0.66 0.77 -1.49
H -0.64 -1.98 -0.90
H 0.92 -1.56 -0.16
H -1.84 -0.85 0.93
H -0.33 -1.03 1.90
H -1.29 1.44 0.65
H 1.41 1.23 0.60

As for the lowest unoccupied orbital energy: 0.72 eV. Its energy relative to the best compared isomer or geometry (same formula, charge and spin) is 193.27 kJ/mol. The SMILES is O[C@@H]1CC[C@@H]1O. The value obtained for the gap between HOMO and LUMO is 10.38 eV. The HOMO energy comes out at -9.66 eV.


The following is a quantum chemistry calculation of the molecule C4H8O2 at a distorted geometry, from OMol25.

Cartesian coordinates (Å):
C 2.08 -0.23 -0.35
C 0.72 0.42 0.08
O 0.69 1.48 0.68
C -0.43 -0.46 -0.16
C -1.78 -0.09 0.48
O -2.41 1.00 -0.16
H 2.56 -0.77 0.47
H 2.09 -0.91 -1.22
H 2.70 0.63 -0.58
H -0.55 -0.67 -1.23
H 0.25 -1.31 0.16
H -1.65 0.10 1.55
H -2.47 -0.93 0.37
H -1.80 1.74 -0.08

As for the lowest unoccupied orbital energy: 0.82 eV. Its energy relative to the best compared isomer or geometry (same formula, charge and spin) is 139.80 kJ/mol. The SMILES is CC(=O)CCO. The value obtained for the gap between HOMO and LUMO is 10.73 eV. The HOMO energy comes out at -9.91 eV.


The following is a quantum chemistry calculation of the molecule C4H8O2, from OMol25.

Cartesian coordinates (Å):
C -2.26 0.45 -0.20
O -1.05 -0.14 -0.57
C -0.15 -0.18 0.50
C 1.15 -0.77 0.08
C 2.18 0.06 -0.53
O 2.24 -0.21 0.85
H -2.77 -0.10 0.60
H -2.12 1.49 0.14
H -2.89 0.45 -1.09
H -0.58 -0.74 1.35
H 0.15 0.84 0.84
H 1.19 -1.84 -0.04
H 1.95 1.09 -0.78
H 2.95 -0.39 -1.15

As for the lowest unoccupied orbital energy: 1.08 eV. Its energy relative to the best compared isomer or geometry (same formula, charge and spin) is 252.13 kJ/mol. The SMILES is COC[C@H]1CO1. The value obtained for the gap between HOMO and LUMO is 11.17 eV. The HOMO energy comes out at -10.09 eV.


The following is a quantum chemistry calculation of the molecule C4H8O2, from OMol25.

Cartesian coordinates (Å):
O -0.80 -0.55 1.22
C -1.12 0.74 0.65
C -0.04 1.01 -0.43
C 1.12 0.03 -0.22
C 0.95 -1.28 -0.69
O -0.19 -1.86 -0.72
H -0.82 -1.24 0.36
H -1.09 1.46 1.47
H -2.13 0.70 0.24
H 0.31 2.04 -0.38
H -0.48 0.86 -1.42
H 2.13 0.43 -0.18
H 0.33 -0.44 1.05
H 1.83 -1.89 -0.94

As for the lowest unoccupied orbital energy: 0.91 eV. Its energy relative to the best compared isomer or geometry (same formula, charge and spin) is 280.98 kJ/mol. The value obtained for the gap between HOMO and LUMO is 9.59 eV. The HOMO energy comes out at -8.68 eV.


The following is a quantum chemistry calculation of the molecule C4H8O2, from OMol25.

Cartesian coordinates (Å):
C -0.91 0.96 -1.34
C -0.95 0.58 -0.06
O -1.41 1.43 0.91
C 1.77 -0.60 0.11
O 0.60 -1.30 -0.26
C -0.55 -0.82 0.38
H 1.73 0.45 -0.24
H -1.21 1.96 -1.63
H -0.58 0.26 -2.09
H -1.21 1.06 1.78
H 1.90 -0.60 1.20
H 2.62 -1.11 -0.36
H -0.42 -0.84 1.48
H -1.35 -1.53 0.13

As for the lowest unoccupied orbital energy: 0.79 eV. Its energy relative to the best compared isomer or geometry (same formula, charge and spin) is 191.90 kJ/mol. The SMILES is C=C(O)COC. The value obtained for the gap between HOMO and LUMO is 9.72 eV. The HOMO energy comes out at -8.93 eV.


The following is a quantum chemistry calculation of the molecule C4H8O2 at a distorted geometry, from OMol25.

Cartesian coordinates (Å):
O 1.71 -0.11 0.01
C 0.86 0.44 1.16
C -0.36 0.92 0.42
C -0.86 -0.42 -0.12
O -1.55 -0.43 -1.36
C 0.48 -1.16 -0.28
H 1.96 0.61 -0.66
H 1.45 1.17 1.69
H -0.21 1.63 -0.44
H -1.06 1.39 1.12
H -1.48 -0.90 0.66
H -2.24 0.25 -1.33
H 0.69 -1.41 -1.31
H 0.62 -1.99 0.42

As for the lowest unoccupied orbital energy: 0.60 eV. Its energy relative to the best compared isomer or geometry (same formula, charge and spin) is 546.81 kJ/mol. The value obtained for the gap between HOMO and LUMO is 7.34 eV. The HOMO energy comes out at -6.74 eV.


The following is a quantum chemistry calculation of a structure of composition C4H8O2 at a distorted geometry, from OMol25.

Cartesian coordinates (Å):
C -1.38 -1.10 0.25
C -0.60 0.01 0.90
O 0.65 -0.36 1.46
C 0.65 0.50 0.30
C 1.01 -0.03 -1.35
O 1.57 -1.29 -1.22
H -0.71 -1.75 -0.32
H -2.15 -0.70 -0.41
H -1.88 -1.71 1.02
H -1.17 0.72 1.50
H 1.05 1.49 0.52
H 1.72 0.73 -1.71
H 0.03 0.01 -1.82
H 1.47 -0.73 -0.27

As for the lowest unoccupied orbital energy: 0.96 eV. Its energy relative to the best compared isomer or geometry (same formula, charge and spin) is 468.96 kJ/mol. The value obtained for the gap between HOMO and LUMO is 11.02 eV. The HOMO energy comes out at -10.06 eV.


The following is a quantum chemistry calculation of the molecule C4H8O2 at a distorted geometry, from OMol25.

Cartesian coordinates (Å):
C -1.67 -0.23 -0.48
C -0.29 0.36 -0.31
O -0.24 1.31 0.75
C 0.69 -0.68 0.09
C 2.03 -0.04 0.44
O 2.70 -0.75 1.13
H -2.37 0.54 -0.81
H -1.64 -1.03 -1.23
H -2.01 -0.65 0.47
H 0.08 0.81 -1.24
H -0.78 2.07 0.50
H 0.82 -1.51 -0.61
H 0.34 -1.13 1.04
H 2.33 1.05 0.32

As for the lowest unoccupied orbital energy: 0.78 eV. Its energy relative to the best compared isomer or geometry (same formula, charge and spin) is 137.73 kJ/mol. The SMILES is C[C@@H](O)CC=O. The value obtained for the gap between HOMO and LUMO is 10.26 eV. The HOMO energy comes out at -9.47 eV.


The following is a quantum chemistry calculation of the molecule C4H8O2, from OMol25.

Cartesian coordinates (Å):
O -1.68 -0.18 -1.40
C -0.31 0.17 -1.28
C 0.28 -0.34 0.01
O 0.55 -1.71 0.03
C -0.18 0.31 1.29
C 1.24 0.48 0.81
H -2.15 0.29 -0.69
H -0.16 1.25 -1.37
H 0.19 -0.32 -2.12
H -0.17 -2.15 -0.43
H -0.36 -0.33 2.14
H -0.84 1.18 1.22
H 1.56 1.45 0.44
H 2.00 -0.09 1.33

As for the lowest unoccupied orbital energy: 0.85 eV. Its energy relative to the best compared isomer or geometry (same formula, charge and spin) is 173.61 kJ/mol. The SMILES is OCC1(O)CC1. The value obtained for the gap between HOMO and LUMO is 10.57 eV. The HOMO energy comes out at -9.72 eV.


The following is a quantum chemistry calculation of the molecule C4H8O2, from OMol25.

Cartesian coordinates (Å):
C -1.53 -0.65 0.46
C -0.21 -0.03 0.82
C 1.07 -0.34 -0.49
O 2.26 -0.34 0.21
C 0.13 1.22 -0.39
O -0.37 1.39 0.88
H -2.10 -0.59 1.40
H -1.42 -1.71 0.19
H -2.13 -0.14 -0.31
H 1.34 -0.04 -1.52
H 0.60 -1.32 -0.62
H 1.99 -0.52 1.13
H -0.62 1.22 -1.18
H 0.99 1.85 -0.58

As for the lowest unoccupied orbital energy: 0.92 eV. Its energy relative to the best compared isomer or geometry (same formula, charge and spin) is 590.20 kJ/mol. The value obtained for the gap between HOMO and LUMO is 9.10 eV. The HOMO energy comes out at -8.18 eV.


The following is a quantum chemistry calculation of a cluster of 2 separate species, C4H8O2 in total at a distorted geometry, from OMol25.

Cartesian coordinates (Å):
O -1.76 -0.60 2.86
C -1.00 0.07 2.16
C -1.35 1.43 1.67
H 0.00 -0.33 1.89
H -1.30 1.43 0.57
H -0.61 2.14 2.06
H -2.36 1.77 1.98
O -0.06 -0.54 -0.59
C 0.36 -0.92 -1.67
C 1.83 -0.80 -2.09
H -0.33 -1.45 -2.37
H 2.29 -1.67 -2.58
H 2.37 -0.60 -1.15
H 1.92 0.08 -2.75

As for the lowest unoccupied orbital energy: 0.87 eV. Its energy relative to the best compared isomer or geometry (same formula, charge and spin) is 156.86 kJ/mol. The SMILES is CC=O.CC=O. The value obtained for the gap between HOMO and LUMO is 10.25 eV. The HOMO energy comes out at -9.39 eV.